{"formula": "C2H5PS", "method": "ωB97M-V with the def2-TZVPD basis set", "total_energy_ha": -818.52752, "e_homo_ev": -8.051, "gap_ev": 7.173, "relative_energy_kcal_mol": 106.9, "symbols": ["C", "C", "P", "S", "H", "H", "H", "H", "H"], "coordinates": [[-0.065510, 1.174704, -1.061848], [-0.823707, -0.695162, 1.079180], [0.489063, -0.493374, 0.062369], [1.607211, 1.283288, -0.844233], [-0.723222, 1.950410, -1.358432], [-1.692210, -0.129448, 0.680967], [-0.670161, -0.645057, 2.120371], [0.350127, -0.999293, -1.149709], [1.528408, -1.446067, 0.471336]], "atomic_forces_ev_per_a": [[1.6952, -0.4602, 1.3126], [-0.1092, 1.0882, -1.3440], [-0.0914, -1.1688, 0.3305], [-1.5016, 0.5416, -0.3850], [-0.1335, 1.2428, -0.6970], [0.4402, -0.5248, 0.5526], [0.0982, -0.2817, 1.1343], [0.0422, -1.2354, -1.5159], [-0.4399, 0.7985, 0.6119]]}



{"formula": "C2NO5S", "method": "ωB97M-V with the def2-TZVPD basis set", "total_energy_ha": -905.47306, "e_homo_ev": -4.647, "total_charge": -1, "gap_ev": 8.190, "relative_energy_kcal_mol": 0.0, "symbols": ["C", "C", "N", "O", "O", "O", "O", "O", "S"], "coordinates": [[-1.071623, 1.668965, -0.519753], [1.572401, 0.104337, 0.837413], [0.864770, -0.792371, 1.110305], [-1.600981, -1.459907, 0.124830], [-1.043610, 2.507471, 0.250026], [2.274344, 1.026295, 0.610318], [0.410692, -1.862714, -1.239829], [-1.152705, 0.790667, -1.238524], [-0.253284, -1.982745, 0.065214]], "atomic_forces_ev_per_a": [[-0.2423, -1.1018, -0.1849], [0.5578, 1.0280, -0.3382], [-1.1940, -0.8986, 0.9151], [-0.4750, 0.6884, 0.1863], [0.2154, 2.4129, 1.8151], [0.6150, 0.6160, -0.2295], [-0.3830, 0.2518, 0.2616], [0.0638, -0.9941, -1.8055], [0.8424, -2.0027, -0.6201]]}



{"formula": "C66H66O22", "method": "ωB97M-V with the def2-TZVPD basis set", "smiles": "Oc1ccc(O)cc1.Oc1ccc(O)cc1.Oc1ccc(O)cc1.Oc1ccc(O)cc1.Oc1ccc(O)cc1.Oc1ccc(O)cc1.Oc1ccc(O)cc1.Oc1ccc(O)cc1.Oc1ccc(O)cc1.Oc1ccc(O)cc1.Oc1ccc(O)cc1", "total_energy_ha": -4209.79447, "e_homo_ev": -7.605, "gap_ev": 7.589, "relative_energy_kcal_mol": 0.0, "symbols": ["C", "C", "C", "C", "C", "C", "O", "O", "H", "H", "H", "H", "H", "H", "C", "C", "C", "C", "C", "C", "O", "O", "H", "H", "H", "H", "H", "H", "C", "C", "C", "C", "C", "C", "O", "O", "H", "H", "H", "H", "H", "H", "C", "C", "C", "C", "C", "C", "O", "O", "H", "H", "H", "H", "H", "H", "C", "C", "C", "C", "C", "C", "O", "O", "H", "H", "H", "H", "H", "H", "C", "C", "C", "C", "C", "C", "O", "O", "H", "H", "H", "H", "H", "H", "C", "C", "C", "C", "C", "C", "O", "O", "H", "H", "H", "H", "H", "H", "C", "C", "C", "C", "C", "C", "O", "O", "H", "H", "H", "H", "H", "H", "C", "C", "C", "C", "C", "C", "O", "O", "H", "H", "H", "H", "H", "H", "C", "C", "C", "C", "C", "C", "O", "O", "H", "H", "H", "H", "H", "H", "C", "C", "C", "C", "C", "C", "O", "O", "H", "H", "H", "H", "H", "H"], "coordinates": [[-6.215594, 2.123089, -2.660556], [-7.082854, 1.552527, -1.737693], [-6.597231, 0.887746, -0.595369], [-5.228182, 0.930652, -0.418562], [-4.288172, 1.452984, -1.378116], [-4.810671, 1.974297, -2.527781], [-4.035250, 2.411201, -3.523683], [-7.366883, 0.179953, 0.306001], [-6.511904, 2.606896, -3.587790], [-8.112930, 1.491538, -1.999098], [-4.857011, 0.493533, 0.475275], [-3.184542, 1.404117, -1.313264], [-3.129273, 2.598488, -3.211409], [-8.249102, 0.585719, 0.361172], [2.267262, -6.546664, 0.819462], [2.129129, -5.411151, 1.651473], [3.124822, -5.019394, 2.500802], [4.388706, -5.666886, 2.395622], [4.522498, -6.741103, 1.557125], [3.463750, -7.210038, 0.809047], [3.687894, -8.330805, 0.056643], [2.856214, -3.989409, 3.354849], [1.368600, -6.925462, 0.357660], [1.212616, -4.870196, 1.786533], [5.265408, -5.295849, 2.891359], [5.477994, -7.223312, 1.568911], [4.628338, -8.522492, 0.110562], [3.483256, -4.070756, 4.099399], [-4.047249, -1.970814, -6.244232], [-2.973005, -2.140364, -5.365424], [-3.046720, -1.703476, -4.031435], [-4.148663, -1.100092, -3.575937], [-5.226406, -0.904169, -4.438511], [-5.122579, -1.222818, -5.783208], [-6.166465, -0.908511, -6.671019], [-1.946655, -1.948134, -3.231052], [-3.893858, -2.353265, -7.201011], [-2.103500, -2.771546, -5.614421], [-4.254253, -0.830396, -2.511754], [-6.202445, -0.512317, -4.151109], [-6.985665, -0.759365, -6.195483], [-1.148286, -2.173574, -3.745824], [7.060183, 3.150871, 4.672914], [6.079298, 2.552769, 5.451548], [4.898589, 2.124120, 4.811432], [4.792417, 2.254085, 3.441596], [5.837170, 2.787144, 2.670806], [6.974935, 3.237309, 3.307845], [7.966032, 3.823775, 2.570412], [3.937672, 1.371361, 5.494099], [7.973663, 3.414480, 5.189649], [6.194701, 2.384752, 6.496413], [3.902610, 1.841207, 2.980910], [5.741567, 2.819972, 1.586782], [8.595370, 4.206155, 3.168743], [4.373064, 1.230884, 6.352281], [0.263063, 4.673930, 3.941272], [0.571123, 5.706168, 4.858191], [0.001648, 6.993338, 4.730325], [-0.859239, 7.243393, 3.703387], [-1.135464, 6.273136, 2.783136], [-0.548179, 4.990201, 2.811856], [-0.795083, 4.114766, 1.810082], [0.380324, 7.962264, 5.621686], [0.660195, 3.649461, 3.935660], [1.087796, 5.557127, 5.791373], [-1.380673, 8.204113, 3.641706], [-1.815737, 6.490607, 1.957884], [-0.598134, 3.231061, 2.168870], [1.110029, 7.601839, 6.162954], [-1.183404, 5.186396, -2.096931], [-0.781822, 6.378400, -2.497720], [-0.068872, 6.594467, -3.659421], [0.249512, 5.495676, -4.447843], [-0.116419, 4.199241, -4.071381], [-0.916936, 4.050495, -2.955096], [-1.402856, 2.833189, -2.540729], [0.321729, 7.832343, -4.143865], [-1.752556, 5.082273, -1.227110], [-0.907593, 7.238785, -1.866655], [0.837597, 5.749619, -5.391430], [-0.039890, 3.307720, -4.675763], [-0.745933, 2.105014, -2.631810], [-0.198882, 8.571235, -3.764510], [0.433878, 0.887403, 6.937134], [-0.426258, 0.475534, 7.958096], [-1.415760, -0.478265, 7.619178], [-1.582411, -0.872444, 6.286260], [-0.696465, -0.430501, 5.328528], [0.249581, 0.494331, 5.660362], [1.204592, 0.780271, 4.661644], [-2.236382, -0.863624, 8.656843], [1.242758, 1.642084, 7.078262], [-0.329229, 0.800270, 8.969102], [-2.373602, -1.534515, 6.002267], [-0.829198, -0.817189, 4.331943], [1.988111, 1.172753, 5.039317], [-1.612195, -0.705364, 9.384322], [1.195492, -0.411165, -6.547468], [1.323918, -0.153159, -5.165560], [0.202118, 0.279757, -4.487112], [-1.030155, 0.347692, -5.131889], [-1.131163, 0.209378, -6.469857], [-0.031473, -0.242214, -7.176055], [-0.163047, -0.401641, -8.555619], [0.340448, 0.766096, -3.210624], [1.991764, -0.685877, -7.224550], [2.216426, -0.146618, -4.592714], [-1.894827, 0.652288, -4.600294], [-2.113973, 0.395274, -6.917605], [0.628655, -0.553283, -9.036510], [0.833683, 0.036277, -2.756536], [2.658102, -3.439884, -1.717452], [3.884526, -4.112622, -1.521541], [4.893837, -3.977905, -2.481622], [4.636705, -3.262221, -3.642952], [3.469912, -2.588315, -3.845246], [2.470173, -2.663785, -2.842090], [1.252707, -2.012178, -2.977755], [6.140784, -4.563910, -2.299725], [1.906143, -3.578373, -0.940989], [4.017629, -4.682014, -0.631242], [5.426961, -3.239560, -4.433024], [3.348534, -1.924293, -4.680515], [0.805786, -2.321154, -2.162722], [6.172645, -5.169963, -1.538119], [-3.327220, -3.215076, 0.386267], [-3.021552, -4.541694, -0.002757], [-2.241494, -5.259267, 0.879185], [-1.588952, -4.677407, 1.958252], [-1.797447, -3.285974, 2.197494], [-2.668323, -2.573152, 1.434696], [-2.804521, -1.199980, 1.575472], [-1.888993, -6.578182, 0.668384], [-4.112060, -2.690995, -0.148445], [-3.618032, -5.008284, -0.780015], [-0.897601, -5.317219, 2.459082], [-1.396847, -2.819377, 3.125579], [-2.299482, -0.838303, 2.342771], [-2.005734, -6.802425, -0.274433], [-0.707916, -0.322626, -0.573617], [-0.409058, 0.822295, 0.233092], [0.431969, 0.689735, 1.289335], [1.025194, -0.554269, 1.622566], [0.699794, -1.627855, 0.870328], [-0.190962, -1.542836, -0.173961], [-0.479726, -2.671839, -0.924792], [0.633225, 1.820774, 2.139540], [-1.403427, -0.311654, -1.420712], [-0.823654, 1.782611, 0.017599], [1.685757, -0.664269, 2.476210], [1.104196, -2.603128, 1.097364], [-1.307017, -2.646645, -1.380089], [0.836402, 1.444154, 3.048036]], "atomic_forces_ev_per_a": [[1.0318, -0.5578, -0.0827], [0.4858, -0.4265, -0.2312], [0.7437, 0.7897, -1.0176], [1.3370, 0.1729, -0.5562], [-1.0452, -0.8889, 1.2214], [-1.2415, 0.6934, 0.4410], [0.4672, 0.5387, -0.9410], [-0.3674, 0.5757, -0.1698], [-0.4394, -0.1143, 0.2479], [-0.8549, 0.2278, 0.0659], [0.4458, -0.3960, 0.6690], [-0.8508, -0.1174, 0.5287], [-0.0462, -0.2081, 0.0519], [0.4518, -0.2346, -0.0889], [-0.8307, 0.8620, 0.8342], [-0.0893, -0.9298, -0.0345], [1.5115, -0.5240, -0.6008], [-1.2103, 1.0005, 0.1483], [0.1287, 0.6332, 0.6906], [0.6445, -0.5729, -0.4514], [-0.5732, -0.0932, -0.3008], [0.7778, 0.0009, 0.8089], [0.1516, -0.0645, -0.4664], [-0.5634, -0.0935, -0.3870], [0.1345, 0.1333, 0.4976], [0.4106, -0.4188, -0.3138], [-0.0468, -0.1864, -0.0669], [-0.4707, 0.3234, -0.4636], [1.4585, 0.8879, 1.9168], [-0.5187, -0.7222, 0.4437], [2.2873, -1.3932, -1.9877], [-2.0860, 0.7237, 1.8204], [-0.1905, 0.1964, -0.7355], [-1.4031, -0.2901, -0.4648], [1.0965, -0.5406, 0.2051], [0.0865, 0.0652, 0.6363], [-0.4156, -0.3468, -1.6165], [-0.4541, 0.5299, -0.2581], [0.1390, -0.1107, -0.6658], [0.4971, 0.2297, 0.4917], [0.0041, 0.0884, 0.2583], [-0.5630, 0.2480, -0.0011], [0.4026, -0.6110, 1.4728], [-1.3691, -0.0801, -1.5282], [1.0901, -0.2899, 0.0834], [0.1317, -0.1168, -0.3972], [-0.9707, -0.3565, 0.0996], [-0.1217, 0.5938, -0.5270], [-0.5058, -0.4335, -0.4927], [0.7999, 0.6840, 0.4208], [0.1481, 0.2901, -0.1206], [0.2676, 0.0710, 0.7084], [0.0438, 0.1240, -0.2268], [0.0876, 0.1126, 0.2759], [0.5690, 0.2843, 0.3611], [-0.7332, -0.2434, -0.1449], [-0.2553, 0.7734, -1.0235], [-1.3091, -0.1061, -0.6140], [1.5703, -1.5972, 0.5672], [-0.7823, 1.2710, 0.0938], [-0.1073, -1.4282, -1.4047], [0.2835, 1.2259, 1.5967], [-0.3735, -0.0792, 0.4611], [0.1791, 0.0716, 0.3934], [0.0792, 0.5911, 0.5789], [0.5211, -0.5035, 0.0045], [0.3585, -0.2618, -0.0109], [0.1472, -0.0589, 0.2123], [0.2980, -0.0388, -0.5981], [-0.6149, 0.3466, -0.3993], [-0.1244, -3.8410, -1.9469], [1.0697, 3.2710, -0.1362], [0.2446, -0.6217, -1.3818], [1.2719, 0.8497, -1.3657], [-1.2604, 0.2596, 0.2070], [0.4271, 1.4345, 1.7768], [-0.1049, -0.4982, 0.0835], [-0.4026, 0.3000, 0.5619], [-0.6469, -0.4171, 1.2703], [-0.3882, 0.3215, 0.3415], [-0.8974, -0.7444, 1.2968], [0.6091, 0.1047, -0.3648], [-0.1602, 0.4037, -0.2759], [0.3736, -0.9143, -0.1117], [0.6715, 1.9342, 1.6916], [-0.0622, -1.2210, -2.0310], [0.3126, 1.4731, 0.0741], [-0.0033, 0.0197, 1.1177], [-1.2777, -0.2566, -0.1303], [1.8437, -0.9439, -2.0105], [-1.3452, 0.0007, 0.1147], [0.8295, -0.2953, -0.2906], [-0.6731, -0.6933, 0.3483], [0.1451, 0.3297, 0.5042], [-0.3086, -0.3716, 0.0808], [0.3327, 0.1407, -0.3049], [0.7223, 0.2443, 0.4154], [-1.0065, -0.3336, 0.4023], [-0.2501, -0.0397, 0.4528], [-1.0525, 0.4233, -1.3971], [-0.2513, 0.1958, -0.9537], [0.8904, 0.9440, 1.3420], [-0.8473, -0.6899, -1.3994], [0.6633, 0.3589, -1.2878], [-1.7814, 0.2773, 1.2407], [0.3819, -1.3811, 0.7561], [0.4958, -0.1377, 0.4201], [0.9300, -0.1562, -0.0722], [-0.6230, 0.3338, 0.6286], [0.5872, -0.2307, -0.1742], [1.3187, -0.1962, -0.0976], [-0.3796, 0.8443, 0.1376], [1.3134, -0.8979, 0.4174], [-0.3364, 1.1552, -1.2820], [-0.3006, -0.9369, 1.2463], [2.0489, -0.3451, -0.9622], [-1.4366, 0.4059, 1.3799], [0.1774, 0.0355, -0.7826], [0.5359, -0.3442, 0.4914], [-0.1808, 0.0454, -0.2609], [-0.0539, 0.2344, -0.3566], [0.2024, -0.4131, 0.5438], [-0.6738, 0.0644, 0.8524], [-0.1470, -0.1704, -0.3370], [-0.7321, 0.3283, -0.3431], [-0.4438, 0.5352, -0.4217], [-0.0860, -0.3363, -0.7981], [-1.3782, 1.3610, 1.5603], [1.5980, -0.6189, -0.3635], [-1.0290, 1.8917, -0.7337], [0.8567, -1.9871, 1.9767], [-0.1155, 0.8631, -0.8137], [-0.2143, -0.1589, 0.6605], [-0.2595, -0.2766, -0.8041], [0.2337, 0.2046, -0.1260], [0.2954, -0.0074, -0.0744], [0.2565, 0.0022, 0.7161], [0.1110, -0.3437, -0.9220], [-0.4753, -0.7486, -0.8915], [-0.0598, 0.1441, 0.6881], [-0.0181, 0.7399, 1.1285], [-0.4839, -1.3156, -1.5787], [0.8211, 0.4289, 2.1961], [-0.2080, 1.7326, 0.3261], [0.1199, -1.7036, -0.1857], [-0.8841, 0.6967, -1.6124], [1.9077, -0.5925, 1.1351], [0.1356, -1.8964, 0.1792], [0.3258, 0.2760, 0.3661], [-0.3081, 0.4720, -0.1834], [-0.0364, 0.1531, -0.0970], [0.1038, -0.1045, 0.1302], [-1.1696, 0.5298, -0.5141], [-0.1508, 0.4916, -1.0003]]}